The following is a quantum chemistry calculation of C25H36HoN8O2 as an isolated structure, from the OMol25 dataset.

Properties
E_HOMO (alpha / beta) (eV): -9.930 / -9.964
Energy (a.u.): -2510.8601
Charge: +1
2S+1: 5

Atoms and positions in Å:
Ho  0.296  0.104  0.113
C  -1.802  -2.336  1.725
N  -1.378  -0.941  1.894
C  -2.599  -0.086  1.931
C  -2.396  1.413  1.675
C  -2.579  1.842  0.213
N  -1.377  1.628  -0.606
C  -1.021  2.604  -1.385
C  0.150  2.743  -2.226
C  0.164  3.887  -3.053
C  1.234  4.206  -3.852
C  2.376  3.375  -3.833
C  2.403  2.259  -3.034
C  1.309  1.888  -2.230
O  1.400  0.797  -1.498
C  -0.661  -0.790  3.190
C  0.436  -1.801  3.500
C  1.602  -1.878  2.501
N  1.812  -0.583  1.875
C  2.808  0.147  2.285
C  2.996  1.538  1.973
C  4.227  2.148  2.269
C  4.428  3.491  2.058
C  3.366  4.282  1.565
C  2.139  3.721  1.299
C  1.914  2.342  1.486
O  0.728  1.827  1.250
H  -2.395  -2.679  2.582
H  -0.934  -2.992  1.610
H  -2.411  -2.419  0.826
H  -3.083  -0.233  2.899
H  -3.290  -0.477  1.180
H  -1.418  1.745  2.016
H  -3.132  1.953  2.271
H  -2.864  2.893  0.188
H  -3.412  1.276  -0.218
H  -1.665  3.478  -1.420
H  -0.706  4.538  -3.036
H  1.206  5.091  -4.476
H  3.240  3.624  -4.441
H  3.278  1.619  -2.996
H  -1.389  -0.853  4.007
H  -0.237  0.211  3.216
H  0.014  -2.798  3.636
H  0.823  -1.501  4.475
H  1.373  -2.607  1.729
H  2.495  -2.218  3.022
H  3.548  -0.298  2.952
H  5.030  1.533  2.665
H  5.388  3.942  2.276
H  3.517  5.344  1.401
H  1.312  4.317  0.926
C  -2.890  -4.350  -2.270
N  -2.627  -2.906  -2.286
C  -3.778  -2.011  -2.366
C  -1.479  -2.405  -1.744
N  -1.276  -1.194  -1.366
N  -0.468  -3.353  -1.629
C  0.873  -3.081  -1.375
N  1.700  -4.014  -1.921
N  1.242  -2.089  -0.651
H  -3.818  -4.536  -2.800
H  -2.984  -4.752  -1.258
H  -2.124  -4.916  -2.804
H  -4.563  -2.504  -2.930
H  -3.519  -1.098  -2.899
H  -4.175  -1.748  -1.379
H  -2.061  -0.592  -1.553
H  -0.652  -4.245  -2.038
H  1.401  -4.598  -2.680
H  2.687  -3.907  -1.804
H  2.249  -2.017  -0.621

***

The following is a quantum chemistry calculation of a 2-piece molecular cluster, C6H16IN2S overall, from the OMol25 dataset.

Properties
E_HOMO (alpha / beta) (eV): -10.100 / -12.016
Energy (a.u.): -1043.1339
Charge: +1
2S+1: 3

Atoms and positions in Å:
C  0.832  -2.512  0.360
C  -0.965  -1.827  1.965
C  0.609  2.628  1.692
C  0.834  1.951  -0.847
C  -1.050  -0.233  -3.065
C  -0.699  -0.835  -0.379
N  -0.371  -1.674  0.563
N  0.879  1.514  0.659
S  0.004  -1.102  -1.965
I  -2.221  0.504  0.209
H  1.017  -3.142  1.239
H  0.488  -3.239  -0.456
H  1.635  -1.812  0.032
H  -1.071  -2.878  2.184
H  -0.176  -1.508  2.696
H  -1.957  -1.335  2.172
H  0.874  1.996  2.643
H  1.367  3.471  1.534
H  -0.432  3.017  1.674
H  1.281  2.910  -1.059
H  1.399  1.167  -1.374
H  -0.228  1.950  -1.257
H  -0.437  0.648  -3.428
H  -1.955  0.075  -2.606
H  -1.404  -0.840  -3.890
H  1.748  1.108  0.706

***

The following is a quantum chemistry calculation of one molecule with the formula C6H13N, from the OMol25 dataset.

Properties
E_HOMO (eV): -8.975
Energy (a.u.): -291.0757
SMILES string: C/C=C(\C)CCN

Atoms and positions in Å:
C  -1.675  -2.204  -1.194
C  -1.235  -0.909  -0.456
C  -0.016  -0.339  -0.407
C  1.142  -0.932  -1.232
C  0.079  1.129  0.136
C  0.499  1.310  1.509
N  0.677  2.630  2.272
H  -2.105  -2.882  -0.318
H  -2.280  -2.206  -2.068
H  -0.846  -2.883  -1.415
H  -2.163  -0.491  -0.017
H  2.212  -0.822  -0.908
H  1.015  -2.010  -1.460
H  1.182  -0.477  -2.204
H  0.797  1.516  -0.584
H  -0.766  1.755  0.073
H  -0.228  0.890  2.233
H  1.491  0.852  1.565
H  0.777  3.423  1.549
H  1.442  2.649  2.923

***

The following is a quantum chemistry calculation of C28H44AlN2O17S as an isolated structure, from the OMol25 dataset.

Properties
E_HOMO (eV): -4.354
Energy (a.u.): -3122.1877
Charge: -1

Atoms and positions in Å:
C  -2.573  -0.596  1.044
C  -2.271  -1.529  -0.074
Al  -2.088  -1.058  -2.061
C  -3.523  0.208  -2.797
C  -4.414  0.992  -1.667
C  -5.847  0.207  -1.543
C  -6.513  0.217  -0.043
C  -7.394  1.554  0.316
O  -8.087  2.167  -0.829
C  -7.511  3.539  -1.019
C  -8.056  4.090  -2.491
C  -0.243  -0.325  -2.610
C  0.696  0.156  -1.356
S  -0.020  1.721  -0.530
C  1.430  2.949  -0.429
N  1.432  4.362  0.161
N  2.731  4.893  -0.003
C  3.625  3.894  -0.707
O  2.786  2.688  -0.969
H  -3.588  -0.798  1.639
H  -1.895  0.280  1.429
H  -2.079  -2.668  0.223
H  -2.262  -2.446  -2.867
H  -4.237  -0.375  -3.517
H  -2.986  1.033  -3.443
H  -4.662  2.065  -2.127
H  -3.867  1.200  -0.653
H  -6.567  0.697  -2.359
H  -5.691  -0.913  -1.923
H  -5.648  0.139  0.741
H  -7.261  -0.713  -0.009
H  -8.250  1.194  1.066
H  -6.725  2.306  0.917
H  -6.331  3.452  -1.047
H  -7.887  4.301  -0.212
H  -9.240  4.189  -2.487
H  -7.571  5.144  -2.645
H  -7.693  3.372  -3.369
H  0.339  -1.197  -3.181
H  -0.442  0.501  -3.425
H  1.766  0.411  -1.818
H  0.878  -0.704  -0.563
H  4.745  3.936  -1.045
C  2.199  6.129  -3.290
C  1.639  7.491  -3.541
O  2.502  8.021  -4.530
C  3.067  6.958  -5.173
O  3.733  7.044  -6.192
O  2.791  5.787  -4.529
H  1.427  5.405  -3.016
H  2.975  6.132  -2.517
H  0.620  7.456  -3.942
H  1.647  8.116  -2.644
C  4.784  -1.257  -2.472
C  5.064  -1.896  -3.794
O  4.055  -2.883  -3.898
C  3.025  -2.484  -3.097
O  1.924  -3.010  -3.076
O  3.386  -1.419  -2.322
H  5.055  -0.198  -2.456
H  5.289  -1.767  -1.646
H  4.960  -1.195  -4.628
H  6.057  -2.352  -3.834
C  3.598  -4.980  1.075
C  3.318  -3.933  0.046
O  4.607  -3.469  -0.306
C  5.485  -4.471  -0.007
O  6.660  -4.478  -0.336
O  4.877  -5.462  0.708
H  2.861  -5.786  1.060
H  3.654  -4.567  2.088
H  2.834  -4.343  -0.846
H  2.706  -3.117  0.439
C  2.737  -4.458  5.449
C  3.644  -5.536  5.947
O  2.932  -6.723  5.653
C  2.076  -6.429  4.631
O  1.431  -7.259  4.012
O  2.038  -5.086  4.390
H  3.287  -3.585  5.086
H  2.016  -4.135  6.206
H  4.601  -5.556  5.415
H  3.836  -5.455  7.021
C  0.007  -0.073  6.470
C  0.727  -0.304  5.181
O  1.932  -0.924  5.587
C  1.691  -1.503  6.800
O  2.458  -2.265  7.364
O  0.479  -1.119  7.298
H  -1.079  -0.129  6.356
H  0.268  0.886  6.929
H  0.185  -0.985  4.516
H  0.931  0.628  4.646